(1)
Computed, not measured: an isolated molecule of C8H18Cl2Si in a non-equilibrium geometry, with ωB97M-V/def2-TZVPD.

Properties
E_tot in eV: -41513.3950
Relative energy (zero: lowest compared OMol25 entry of this formula, charge and spin) in kcal per mole: 23.6
HOMO energy in eV: -10.344
E_LUMO in eV: 0.761

```
! RIJCOSX wB97M-V def2-TZVPD def2/J DEFGRID3
* xyz 0 1
C 0.304 -1.519 2.551
C -1.023 -2.187 2.477
C -1.924 -1.900 1.243
C -1.265 -2.262 -0.122
Si -0.581 -0.908 -1.142
Cl -2.241 0.350 -1.646
Cl -0.113 -1.890 -2.937
C 0.873 0.207 -0.709
C 0.507 1.599 -1.067
C 1.641 2.512 -1.217
C 1.265 3.904 -1.702
H 0.836 -1.850 3.459
H 0.227 -0.400 2.481
H 0.956 -1.827 1.685
H -1.576 -1.989 3.414
H -0.934 -3.238 2.499
H -2.174 -0.862 1.232
H -2.865 -2.507 1.319
H -1.994 -2.697 -0.859
H -0.640 -3.168 0.079
H 1.098 -0.070 0.343
H 1.709 -0.107 -1.351
H -0.245 1.950 -0.344
H -0.055 1.646 -2.028
H 2.371 2.113 -2.006
H 2.247 2.602 -0.254
H 0.879 4.420 -0.870
H 2.144 4.385 -1.991
H 0.576 3.692 -2.534
*
```


(2)
Computed, not measured: a structure of composition C8H18ClIO3PPmS in a non-equilibrium geometry, with ωB97M-V/def2-TZVPD.

Properties
E_tot in eV: -72018.8999
Relative energy (zero: lowest compared OMol25 entry of this formula, charge and spin) in kcal per mole: 0.0
HOMO energy (spin up / spin down) in eV: -15.155 / -15.169
<S²>: 6.007
E_LUMO (spin up / spin down) in eV: -7.587 / -7.441

```
! RIJCOSX wB97M-V def2-TZVPD def2/J DEFGRID3
* xyz 2 5
C -0.588 -1.671 -1.092
C 0.615 -0.941 -1.698
H -0.743 -2.595 -1.682
H -1.583 -1.136 -1.193
H -0.387 -1.999 -0.045
O 1.783 -1.145 -1.363
I 1.353 2.039 0.094
Pm -1.218 0.381 0.702
P 0.242 0.265 -3.066
C 1.762 1.146 -3.327
C -0.225 -0.690 -4.504
H -2.028 0.782 -2.302
H -1.324 2.011 -3.372
H -0.806 1.958 -1.688
C -1.100 1.319 -2.542
H -1.230 -1.116 -4.379
H -0.224 -0.040 -5.394
H 1.747 1.680 -4.285
H 2.594 0.430 -3.295
H 0.498 -1.500 -4.665
H 1.911 1.870 -2.512
C 1.456 -0.799 1.279
O 2.531 -1.065 1.591
Cl -3.626 0.389 -0.029
C -0.362 -1.782 4.645
S -1.767 -0.777 4.109
C -1.242 0.824 4.752
O -1.475 -0.625 2.581
H -0.543 -2.069 5.687
H 0.576 -1.220 4.550
H -0.327 -2.677 4.018
H -0.155 0.958 4.680
H -1.763 1.595 4.172
H -1.558 0.893 5.798
*
```


(3)
Computed, not measured: a structure of composition C8H18ClNSi in a non-equilibrium geometry, with ωB97M-V/def2-TZVPD.

Properties
E_tot in eV: -30477.0560
Relative energy (zero: lowest compared OMol25 entry of this formula, charge and spin) in kcal per mole: 15.2
HOMO energy in eV: -8.358
E_LUMO in eV: 0.780

```
! RIJCOSX wB97M-V def2-TZVPD def2/J DEFGRID3
* xyz 0 1
C -1.751 -1.231 -2.765
C -2.034 -1.157 -1.448
C 1.277 -1.601 -0.667
C 1.923 0.396 0.703
C 1.143 -1.620 1.934
C -2.118 2.247 1.064
C -0.632 2.197 -0.879
C 0.947 -0.775 0.581
N -1.153 1.500 0.273
Si -0.857 -0.164 0.363
Cl -2.042 -0.871 1.911
H -2.450 -1.753 -3.380
H -0.880 -0.797 -3.241
H -2.923 -1.577 -1.108
H 0.899 -1.093 -1.497
H 2.356 -1.696 -0.766
H 0.895 -2.632 -0.484
H 1.598 1.155 1.492
H 1.989 0.876 -0.235
H 2.922 -0.031 0.849
H 0.912 -1.044 2.698
H 0.528 -2.514 2.014
H 2.120 -1.972 2.016
H -2.245 1.789 1.996
H -1.775 3.231 0.998
H -3.158 2.320 0.549
H 0.468 2.168 -0.914
H -0.738 1.628 -1.777
H -0.935 3.266 -0.692
*
```


(4)
Computed, not measured: a structure of composition C8H18CuO12 in a non-equilibrium geometry, with ωB97M-V/def2-TZVPD.

Properties
E_tot in eV: -77784.3069
Relative energy (zero: lowest compared OMol25 entry of this formula, charge and spin) in kcal per mole: 172.0
HOMO energy in eV: 3.543
E_LUMO in eV: 5.675

```
! RIJCOSX wB97M-V def2-TZVPD def2/J DEFGRID3
* xyz -3 1
Cu 12.025 5.497 6.544
C 7.377 5.451 7.916
O 8.502 5.926 7.562
O 7.334 4.336 8.397
O 6.414 6.176 7.788
C 13.414 6.875 10.909
O 13.319 7.979 10.528
O 14.216 6.592 11.815
O 12.512 6.070 10.609
C 12.572 10.441 6.164
C 11.654 11.112 7.148
O 12.295 11.625 8.267
O 12.985 9.194 6.519
H 13.494 11.021 6.159
H 12.090 10.457 5.187
H 10.768 10.511 7.355
H 11.554 12.012 6.542
H 12.658 10.880 8.751
H 13.235 9.353 7.432
C 15.614 4.425 3.423
C 16.274 4.317 4.852
O 15.450 3.510 5.708
O 14.277 5.010 3.435
H 15.804 3.475 2.925
H 16.139 5.149 2.799
H 16.452 5.303 5.282
H 17.200 3.835 4.539
H 15.841 3.378 6.575
H 13.728 4.738 2.696
C 8.565 -0.485 7.258
C 9.451 0.378 6.333
O 9.899 1.602 6.946
O 7.310 0.132 7.613
H 9.031 -0.712 8.216
H 8.365 -1.430 6.753
H 8.970 0.517 5.365
H 10.377 -0.143 6.090
H 9.093 2.075 7.166
H 7.423 1.027 7.942
*
```